(1)
Entry from the Open Molecules 2025 dataset: 3 unconnected molecules or ions with the total composition C22H46N5O11P2 (ωB97M-V/def2-TZVPD).

XYZ file:
```
86
Properties=species:S:1:pos:R:3
H -1.23 -0.94 -4.84
N 2.62 1.31 -3.34
C -1.56 1.65 -3.66
C -3.10 -1.89 -4.54
P 0.76 1.03 8.70
C 1.03 2.89 -7.26
H 0.98 -3.07 -2.03
H -1.50 -0.14 7.45
H 0.24 0.64 -4.25
N 0.08 3.09 -7.89
H 0.05 3.65 -4.95
H 3.15 1.81 -2.63
C -0.64 3.21 8.23
H -5.38 -4.09 -1.71
H -3.81 0.08 3.02
H 2.73 3.47 8.54
H 3.98 2.24 8.33
H -3.74 -4.38 -2.25
H -0.75 -1.44 8.43
H 5.13 1.01 -3.37
H -4.16 -1.66 3.15
H -1.23 1.95 -2.66
H 2.05 -1.10 2.38
H 1.25 -2.27 -3.62
H 5.13 0.78 -6.73
H 3.67 1.59 -7.23
H -2.54 -0.12 -5.64
H 0.34 -0.87 -1.02
O -2.26 -1.20 2.45
H -1.55 2.65 8.01
C 2.21 -1.30 -1.97
O -5.49 -3.42 -4.19
C 3.27 -0.03 -3.59
O 0.19 2.49 9.16
H 2.95 2.20 9.77
C 0.54 2.78 -4.52
H 1.63 0.31 -0.72
O -2.00 -1.12 4.85
H -0.11 3.41 7.30
H -3.48 0.68 -3.57
C 2.78 1.84 -4.62
H -2.23 -0.10 -2.61
C -2.26 -0.61 -4.71
C 1.70 -2.55 -2.65
C -1.68 -2.43 5.35
C 2.98 2.42 8.70
H 0.74 3.01 -3.47
C 1.41 -0.75 -0.83
C 4.09 0.95 -6.47
H -0.91 4.15 8.70
H 1.61 -1.27 0.11
C -4.48 -3.60 -2.08
H 2.54 -3.20 -2.83
H 1.42 -1.39 4.00
C -3.65 -0.89 2.56
N 1.83 2.52 -5.20
C 4.59 0.49 -4.16
H -2.29 -2.62 6.23
C -0.65 -0.83 7.53
C 1.32 -0.77 3.11
C -0.33 1.53 -4.56
P -1.23 -0.58 3.51
H -0.66 1.35 -5.58
O -4.17 -1.70 -3.61
H -3.45 -2.24 -5.51
C -2.44 0.39 -3.57
O 0.60 -0.10 7.56
H -2.43 -2.67 -4.15
H -2.15 2.50 -4.03
O 2.09 1.59 7.97
O 2.08 3.03 -6.48
H -4.14 -2.89 -1.33
H 5.15 -0.30 -4.64
N 3.29 -0.72 -2.36
H -1.90 -3.19 4.59
N 4.02 1.54 -5.10
H 2.69 -0.55 -4.37
O 1.02 0.33 9.97
O -1.33 0.89 3.62
H 3.58 -0.02 -6.48
H 1.52 0.27 3.37
H -0.63 -2.53 5.59
H -4.07 -0.89 1.56
C -4.78 -2.91 -3.39
H -0.63 -1.47 6.64
O 0.01 -0.90 2.53
```

Output
F_max in eV/Å: 5.6
HOMO-LUMO gap in eV: 7.895
LUMO level in Ha: -0.126
Total charge: +1
Relative energy (zero: lowest compared OMol25 entry of this formula, charge and spin) in eV: 0.000
E in a.u.: -2649.62114
Molar mass in g mol⁻¹: 618.58

Here are the Löwdin charges for atoms 1 to 6, given in e: atom 1 (H): 0.10, atom 2 (N): 0.14, atom 3 (C): -0.18, atom 4 (C): -0.17, atom 5 (P): 0.45, atom 6 (C): -0.27

(2)
Entry from the Open Molecules 2025 dataset: 2 unconnected molecules or ions with the total composition C5H14 (ωB97M-V/def2-TZVPD).

XYZ file:
```
19
Properties=species:S:1:pos:R:3
C -1.58 2.13 -1.47
H -2.22 0.07 -1.18
H -0.13 -0.88 2.26
H 0.66 0.64 1.82
H 3.24 -1.30 1.86
H -0.56 -0.17 0.69
H -1.60 2.85 -2.29
H -2.30 2.48 -0.74
H 0.98 -1.52 -0.19
C 1.38 -1.02 0.69
H -2.95 0.99 -2.54
C -2.03 0.75 -2.01
H 2.55 -2.73 0.94
H -0.63 2.10 -0.93
H 1.87 -2.29 2.43
H 2.05 -0.23 0.33
H -1.31 0.26 -2.66
C 0.23 -0.27 1.43
C 2.36 -1.86 1.56
```

Output
F_max in eV/Å: 2.1
HOMO-LUMO gap in eV: 12.280
SMILES: CCC.CC
LUMO level in Ha: 0.041
Total charge: 0
Relative energy (zero: lowest compared OMol25 entry of this formula, charge and spin) in eV: 0.572
E in a.u.: -198.86813
Molar mass in g mol⁻¹: 74.17

Here are the Löwdin charges for atoms 1 to 6, given in e: atom 1 (C): -0.17, atom 2 (H): 0.05, atom 3 (H): 0.06, atom 4 (H): 0.07, atom 5 (H): 0.06, atom 6 (H): 0.04

(3)
Entry from the Open Molecules 2025 dataset: 8 unconnected molecules or ions with the total composition C22H56F8N8O20S8 (ωB97M-V/def2-TZVPD).

XYZ file:
```
122
Properties=species:S:1:pos:R:3
H 0.11 -4.08 -1.68
N 5.56 -1.39 1.43
H -3.34 4.08 -6.67
H 4.87 -1.81 -0.59
F 3.99 -3.69 -1.82
O -2.79 4.47 4.21
N -2.17 1.42 3.74
C 5.78 0.95 2.50
H -0.52 1.34 -1.29
F 2.04 -0.03 -2.57
H -1.74 2.41 5.47
N 4.96 -2.10 3.97
O 5.21 -2.33 6.54
S -4.14 -4.28 -0.65
S 4.91 -1.48 5.38
F 0.79 -4.68 1.53
O 2.55 -5.30 -2.57
H -1.01 -0.33 3.17
H -1.75 -0.23 4.84
H 1.49 -2.69 -0.18
C -3.53 3.38 4.78
H -0.51 -3.13 -3.16
F 3.69 -3.82 3.04
H -1.34 0.94 -4.87
F -2.10 -6.75 1.34
O 6.54 0.48 0.22
H 6.61 0.63 3.14
C -1.38 4.04 -7.77
H 6.41 -1.93 1.43
H -2.71 -1.20 2.26
O -1.67 -4.53 0.49
H -0.38 1.89 -6.00
C -1.00 3.07 -3.29
C 0.18 0.69 4.70
H -2.69 4.26 -4.22
H -3.02 2.74 -7.80
H -3.91 0.14 3.88
H -2.14 1.27 -0.68
O 4.11 -0.29 5.56
O 2.60 -6.20 1.36
C -2.68 2.17 4.97
C -3.56 5.67 4.10
O 1.32 3.00 0.17
O -3.65 -4.38 -2.03
C -3.59 2.06 -5.16
H 4.85 0.86 3.06
C 0.17 -1.43 0.98
O -1.94 2.24 -2.62
O 2.53 2.30 -2.44
F 6.38 -0.87 5.07
C -1.19 0.28 4.06
C 5.94 0.09 1.25
H -3.25 1.50 5.62
H -4.00 3.65 5.73
H -0.60 3.36 -8.08
O 4.28 0.60 -1.95
C 4.50 -1.86 0.44
H -1.34 2.79 -0.72
H 1.18 -3.09 -2.65
H -3.36 1.54 -4.23
H -2.44 0.24 1.22
H -0.67 -2.13 1.12
S 1.71 -5.49 0.47
O -0.98 -1.20 -1.63
O 3.62 2.39 0.89
H -0.96 3.19 3.17
H -0.07 -0.37 0.91
O -4.11 -2.98 -0.04
H 5.88 2.03 2.37
N 2.20 0.69 -0.33
C -0.01 -1.92 -1.46
S 2.94 1.11 -1.75
O 4.31 -5.68 -0.74
H -4.32 3.14 4.06
N 2.13 -4.15 -0.18
H -4.07 1.39 -5.87
H -1.15 -0.44 -6.92
O 3.10 -3.65 5.24
N -3.98 -5.69 0.43
H -3.97 -0.63 1.33
F 1.83 1.17 1.70
H 0.04 1.32 5.58
C -1.35 1.42 -5.85
C -1.83 0.41 -6.85
O 2.31 -2.03 3.58
H -4.19 2.95 -4.93
H -0.03 2.60 -3.49
F -5.69 -4.38 -0.95
H 0.88 -1.60 1.79
H -4.17 1.46 2.72
C -1.47 1.87 -1.29
H -2.78 -0.01 -6.53
C -1.81 3.70 -4.54
H 5.28 -1.38 2.40
H -0.94 1.71 2.09
H 0.83 1.25 4.03
N -2.27 2.64 -5.69
O -2.00 -6.51 -1.02
H 4.23 -2.89 0.67
N 0.95 -1.84 -0.26
H -0.78 3.92 -2.65
H 0.70 -0.13 5.21
C -2.59 3.40 -7.04
H -2.39 2.81 2.15
S 3.15 -4.96 -1.29
C -3.44 0.73 3.09
H -1.88 0.75 -7.88
H -0.80 4.68 -7.11
S 2.35 1.98 0.36
S -2.42 -5.71 0.12
C -3.13 -0.25 1.91
H -1.82 4.59 -8.61
O 0.61 -6.14 -0.32
H -3.42 6.17 5.06
H -4.60 5.42 3.90
H 3.50 -1.44 0.51
S 3.40 -2.75 4.18
H -3.11 6.34 3.37
H -1.12 4.33 -5.11
C -1.54 2.41 2.69
C 0.15 -3.18 -2.29
H 1.63 -1.11 -0.36
```

Output
F_max in eV/Å: 11.5
HOMO-LUMO gap in eV: 7.450
LUMO level in Ha: -0.030
Total charge: 0
Relative energy (zero: lowest compared OMol25 entry of this formula, charge and spin) in eV: 1.876
E in a.u.: -6798.62046
Molar mass in g mol⁻¹: 1161.25

Here are the Löwdin charges for atoms 1 to 6, given in e: atom 1 (H): 0.08, atom 2 (N): 0.12, atom 3 (H): 0.12, atom 4 (H): 0.10, atom 5 (F): -0.22, atom 6 (O): -0.22

(4)
Entry from the Open Molecules 2025 dataset: 5 unconnected molecules or ions with the total composition C26H39F5NO10P (ωB97M-V/def2-TZVPD).

XYZ file:
```
82
Properties=species:S:1:pos:R:3
H -4.16 4.72 -1.75
H -2.81 -2.18 -4.15
H 5.83 -1.61 -2.69
C 0.00 1.07 5.40
H -2.10 -4.09 -1.92
H 6.58 -3.04 -1.98
C -3.26 -2.51 -1.09
O -3.73 7.85 -0.84
H 4.70 0.34 1.97
H -5.22 6.00 -2.32
C 8.03 -1.57 -2.61
C -4.26 5.80 -1.85
C 4.57 -1.79 2.23
C -0.90 -2.34 -2.28
H -1.03 -3.23 1.08
C 2.72 -0.45 1.63
O 8.68 -1.22 0.75
H 3.85 -0.12 3.46
H 6.35 -0.30 -0.67
H -1.52 0.09 -2.85
C 3.01 -1.49 0.58
O 2.38 -1.73 -0.42
H 5.65 -1.85 2.24
H -0.82 -1.01 3.64
H -3.45 6.07 0.16
H 6.12 -1.91 0.06
H 8.03 -0.58 -3.06
H -1.06 -1.32 -0.36
H -0.83 -0.48 6.64
F -2.22 2.95 -2.43
H -3.33 6.54 -3.71
C -3.08 7.86 -2.03
P -3.14 -3.36 0.55
F -3.63 2.58 -0.82
C 6.65 -1.96 -2.06
C -1.76 1.13 -0.99
O -1.80 -2.70 1.28
C 6.69 -1.34 -0.67
H -3.98 -1.55 1.96
H 0.19 1.68 6.28
O 4.10 -2.21 0.92
C 8.17 -1.36 -0.33
O 1.01 -0.88 4.56
H 8.44 -2.29 -3.31
H 4.17 -2.50 2.96
H -3.12 -3.92 -4.00
F -0.91 2.00 -0.39
H -0.07 0.76 -2.16
C -3.14 6.47 -2.64
H -0.34 1.72 4.59
H 2.43 0.49 1.16
O 8.89 -1.54 -1.46
C -4.55 -2.71 -3.00
C -3.12 -2.97 -3.46
C 1.28 0.40 4.94
O -5.46 -2.39 -3.69
C -4.18 6.53 -0.51
O 2.39 0.85 4.87
O -2.55 8.84 -2.46
F -2.40 0.48 0.01
H -3.24 -1.42 -1.00
H 0.48 -1.18 -1.16
C 4.02 -0.39 2.42
H -0.13 -3.10 -2.14
C -4.40 -2.43 1.47
C -0.98 0.20 -1.91
H -4.74 -3.88 -1.44
C -0.60 -1.17 -1.33
F -3.57 1.24 -2.53
H -1.99 0.12 5.46
H -4.86 -3.08 2.22
H -5.13 6.61 0.00
C -0.40 -1.14 4.64
C -2.82 1.99 -1.70
H -0.54 -2.17 4.95
C -2.29 -3.04 -2.17
H -2.18 5.99 -2.48
H 1.89 -0.81 2.24
C -0.94 -0.11 5.62
H -0.78 -1.99 -3.31
H -5.18 -2.11 0.78
N -4.63 -2.87 -1.57
```

Output
F_max in eV/Å: 0.8
HOMO-LUMO gap in eV: 9.417
SMILES: CP(O)[C@@H]1NC(=O)C[C@H]1CCCC(F)(F)C(F)(F)F.O=C1CCCO1.O=C1CCCO1.O=C1CCCO1.O=C1CCCO1
LUMO level in Ha: 0.008
Total charge: 0
E in a.u.: -2662.04782
Molar mass in g mol⁻¹: 651.56

Here are the Löwdin charges for atoms 1 to 6, given in e: atom 1 (H): 0.08, atom 2 (H): 0.12, atom 3 (H): 0.12, atom 4 (C): -0.07, atom 5 (H): 0.12, atom 6 (H): 0.12

(5)
Entry from the Open Molecules 2025 dataset: a single C8H16O3 molecule (ωB97M-V/def2-TZVPD).

XYZ file:
```
27
Properties=species:S:1:pos:R:3
C 3.28 -0.98 -0.27
O -1.83 -1.14 -1.06
H 0.10 0.81 2.06
C -1.85 -2.24 -0.08
C 0.26 0.84 0.89
H -3.89 -0.47 -0.50
H 2.67 -1.94 0.05
H -2.91 0.58 -1.73
H 1.81 2.33 0.01
C 1.78 1.24 0.42
H 3.98 -0.59 0.61
H -3.22 1.70 0.69
H 2.94 0.86 -1.58
C 2.29 0.25 -0.81
O -2.96 -2.66 0.58
H -1.03 2.82 0.59
C -2.81 -0.09 -0.74
H 0.17 -2.44 0.36
H 0.07 -0.27 0.50
C -0.93 1.75 0.13
H 4.02 -1.22 -1.18
H -0.71 1.84 -1.02
H 1.39 -0.29 -1.36
H 2.53 1.12 1.32
C -2.35 0.94 0.46
H -2.17 0.29 1.42
O -0.62 -3.05 0.23
```

Output
F_max in eV/Å: 9.4
HOMO-LUMO gap in eV: 11.336
SMILES: CCCCCCCOC(=O)O
LUMO level in Ha: 0.022
Total charge: 0
Relative energy (zero: lowest compared OMol25 entry of this formula, charge and spin) in eV: 5.177
E in a.u.: -539.96011
Molar mass in g mol⁻¹: 160.21

Here are the Löwdin charges for atoms 1 to 6, given in e: atom 1 (C): -0.15, atom 2 (O): -0.07, atom 3 (H): 0.12, atom 4 (C): -0.26, atom 5 (C): -0.21, atom 6 (H): 0.14

What did the second record say?
Entry from the Open Molecules 2025 dataset: 2 unconnected molecules or ions with the total composition C5H14 (ωB97M-V/def2-TZVPD).

XYZ file:
```
19
Properties=species:S:1:pos:R:3
C -1.58 2.13 -1.47
H -2.22 0.07 -1.18
H -0.13 -0.88 2.26
H 0.66 0.64 1.82
H 3.24 -1.30 1.86
H -0.56 -0.17 0.69
H -1.60 2.85 -2.29
H -2.30 2.48 -0.74
H 0.98 -1.52 -0.19
C 1.38 -1.02 0.69
H -2.95 0.99 -2.54
C -2.03 0.75 -2.01
H 2.55 -2.73 0.94
H -0.63 2.10 -0.93
H 1.87 -2.29 2.43
H 2.05 -0.23 0.33
H -1.31 0.26 -2.66
C 0.23 -0.27 1.43
C 2.36 -1.86 1.56
```

Output
F_max in eV/Å: 2.1
HOMO-LUMO gap in eV: 12.280
SMILES: CCC.CC
LUMO level in Ha: 0.041
Total charge: 0
Relative energy (zero: lowest compared OMol25 entry of this formula, charge and spin) in eV: 0.572
E in a.u.: -198.86813
Molar mass in g mol⁻¹: 74.17

Here are the Löwdin charges for atoms 1 to 6, given in e: atom 1 (C): -0.17, atom 2 (H): 0.05, atom 3 (H): 0.06, atom 4 (H): 0.07, atom 5 (H): 0.06, atom 6 (H): 0.04

Number 3 is which compound?
C22H56F8N8O20S8